# 1
52
Properties=species:S:1:pos:R:3:forces:R:3:nbo_charge:R:1 method="wB97M-V/def2-TZVPD" relative_energy_kj_mol=17.6 e_homo_ev=-6.97 spin_multiplicity=1 mol_weight_da=518.87 orbital_gap_ev=6.94 largest_force_ev_per_a=0.42
Pd 0.54106 -1.28813 -0.34410 -0.145 -0.242 0.064 0.8497
O 2.08485 -1.19759 3.38001 -0.056 -0.132 -0.045 -0.6351
C 1.82668 -1.28279 2.18477 0.094 0.108 0.082 0.6007
N 0.68322 -1.62336 1.57611 0.151 0.091 0.033 -0.5964
C -0.53333 -1.91813 2.20965 -0.179 -0.007 -0.047 0.1657
C -0.72501 -2.10081 3.57544 0.025 0.021 -0.079 -0.2359
C -2.00095 -2.36777 4.05507 -0.066 -0.020 0.023 -0.2373
C -3.07446 -2.46620 3.18320 0.006 0.000 0.076 -0.2178
C -2.88042 -2.30441 1.81960 0.104 0.020 -0.064 -0.2536
C -1.61426 -2.01368 1.31795 -0.134 -0.121 0.380 0.1287
N -1.37297 -1.89269 -0.06230 0.055 0.224 -0.140 -0.6976
C -2.33332 -1.22712 -0.78891 0.180 -0.182 -0.107 0.6639
O -2.66033 -1.55671 -1.92060 -0.011 0.057 -0.023 -0.6251
C -2.93632 0.02762 -0.20363 -0.235 0.032 -0.067 0.0946
C -4.25752 0.35476 -0.48574 0.075 -0.038 0.017 -0.2178
C -4.76382 1.53647 0.02203 -0.026 0.027 -0.002 -0.1719
C -3.92458 2.35419 0.76287 0.019 0.034 0.026 -0.2537
C -2.61300 1.95084 0.96366 -0.005 -0.046 -0.009 0.0382
N -2.12058 0.80572 0.49927 0.015 0.095 0.085 -0.4093
C 2.91069 -0.96583 1.17460 -0.076 0.001 -0.066 0.1549
C 4.21142 -0.72243 1.57118 0.029 -0.004 -0.023 -0.2106
C 5.16550 -0.45794 0.60290 -0.057 -0.017 -0.042 -0.1456
C 4.78631 -0.44535 -0.73280 0.041 0.005 0.024 -0.2541
C 3.46319 -0.68490 -1.05336 -0.010 -0.059 0.029 0.0597
N 2.54698 -0.93466 -0.11751 0.115 0.168 -0.068 -0.4416
H 0.11532 -2.01329 4.24553 0.011 -0.004 -0.007 0.2451
H -2.15045 -2.50503 5.11811 -0.002 0.005 0.003 0.2084
H -4.06594 -2.68516 3.55890 0.006 -0.002 0.014 0.2074
H -3.71202 -2.42268 1.13427 0.013 0.001 -0.017 0.2078
H -4.85103 -0.31787 -1.08887 -0.011 0.006 -0.002 0.2329
H -5.79274 1.81965 -0.15929 -0.001 0.002 0.004 0.2167
H -4.27205 3.28982 1.17952 -0.014 -0.002 -0.005 0.2189
H -1.92577 2.57109 1.52830 0.000 0.003 0.004 0.1939
H 4.42988 -0.75054 2.62923 -0.001 -0.002 0.003 0.2582
H 6.19371 -0.26941 0.88145 0.004 0.007 0.001 0.2251
H 5.50065 -0.25195 -1.52029 0.001 0.001 0.002 0.2288
H 3.11034 -0.68872 -2.07609 0.015 0.021 -0.013 0.2143
C -1.04329 -2.07242 -5.48272 0.002 -0.005 0.006 -0.6489
C -0.38223 -1.28061 -4.40999 -0.004 -0.008 -0.017 0.2067
C 0.14842 -0.00945 -4.40526 -0.001 0.079 0.033 -0.3469
C 0.55166 0.23420 -3.07999 0.030 -0.064 0.108 0.1885
N 0.30503 -0.84149 -2.34193 0.067 -0.093 -0.042 -0.3185
N -0.23322 -1.76211 -3.16505 0.009 0.013 -0.088 -0.3208
C 1.11656 1.47068 -2.46554 -0.018 -0.012 -0.042 -0.6498
H -1.20280 -1.45020 -6.36001 0.002 0.000 -0.002 0.2320
H -2.01105 -2.43974 -5.13937 -0.004 -0.003 -0.005 0.2409
H -0.43467 -2.92863 -5.77507 -0.004 -0.007 0.002 0.2304
H 0.20878 0.66963 -5.23788 0.001 0.001 -0.013 0.2311
H -0.76911 -2.50697 -2.73882 -0.013 0.014 0.019 0.4488
H 1.92851 1.87994 -3.06651 0.007 -0.007 -0.001 0.2235
H 1.48185 1.25891 -1.46243 -0.002 0.034 0.015 0.2331
H 0.34191 2.23382 -2.38056 -0.002 0.004 -0.017 0.2396

---

# 2
55
Properties=species:S:1:pos:R:3:forces:R:3:nbo_charge:R:1 method="wB97M-V/def2-TZVPD" e_homo_ev="-13.22 / -13.82" total_charge=+2 spin_multiplicity=5 mol_weight_da=703.73 orbital_gap_ev="7.05 / 5.45" largest_force_ev_per_a=2.55 s_squared=6.085
Pt -0.41875 -1.19977 -1.52211 -0.142 0.096 -0.299 0.9914
O 0.84870 3.65617 -3.56963 1.068 0.505 0.825 -0.5193
C -0.04747 3.32488 -4.39088 -0.848 -0.952 -0.410 0.4805
C -0.52802 4.31351 -5.31767 0.594 0.205 0.177 -0.1546
C -1.52533 4.00319 -6.19338 0.566 0.554 0.389 -0.2008
C -2.06046 2.72739 -6.16187 0.300 -1.675 0.716 -0.0370
C -1.61458 1.70867 -5.24244 1.408 0.707 0.584 -0.1215
C -0.58072 1.96501 -4.35216 -1.033 1.108 -0.909 -0.1530
C -0.16667 1.00808 -3.29216 0.327 0.326 0.340 0.5906
O -0.81262 -0.09175 -3.24394 0.375 0.003 0.176 -0.7023
N 0.77535 1.41851 -2.44500 -0.952 -1.122 -0.521 -0.4714
N 0.99702 0.46065 -1.43524 0.789 0.820 0.025 -0.4114
C 1.96428 0.72265 -0.59763 -0.683 -0.377 -0.647 -0.0673
S 3.08180 2.03813 -0.74810 -0.260 0.035 0.150 0.3669
C 3.73399 1.81101 0.93944 0.187 0.212 -0.468 -0.5187
C 3.82599 0.34080 1.19005 -0.048 -0.345 -0.643 -0.5226
S 2.20198 -0.32630 0.76462 -0.218 -0.276 0.012 0.3352
H 1.04348 2.83269 -2.95231 0.172 0.175 0.197 0.5121
H -0.01119 5.27801 -5.29502 -0.325 -0.313 -0.026 0.2612
H -1.84465 4.75698 -6.89032 -0.267 -0.038 -0.233 0.2613
H -2.78883 2.42737 -6.87307 -0.651 -0.057 -0.494 0.2418
H -1.97390 0.69610 -5.20989 -0.611 -0.073 -0.349 0.2625
H 3.06128 2.25624 1.65832 -0.066 0.419 0.086 0.2350
H 4.70570 2.29015 0.92664 0.143 0.144 0.256 0.2621
H 4.00324 0.10706 2.21870 0.138 -0.095 0.672 0.2585
H 4.57915 -0.14050 0.57109 0.060 -0.035 -0.014 0.2434
S -1.81643 -0.17215 0.11985 -0.637 0.377 -0.019 -0.1433
C -1.28954 -1.15250 1.40250 1.123 -0.231 -1.496 0.1477
N -1.33127 -0.89179 2.65249 -0.507 0.769 2.374 -0.2478
N -1.92552 0.25689 3.01291 0.405 -0.541 -1.480 -0.2103
C -1.91888 0.75554 4.26128 -0.477 0.072 0.087 0.1557
C -1.32168 0.10295 5.35373 -0.112 0.362 -0.075 -0.1638
C -1.39903 0.74721 6.57789 0.679 -1.326 -0.372 -0.1960
C -2.06832 1.93560 6.74990 -0.789 0.475 -0.807 -0.0986
C -2.69931 2.56771 5.63983 0.640 0.386 1.055 -0.1737
C -2.60076 1.98958 4.41566 0.031 0.381 -0.098 -0.1975
N -0.56538 -2.36705 1.16757 -0.967 0.095 1.109 -0.1159
N -0.23128 -2.58004 0.01177 0.694 -0.877 -1.411 -0.1825
C 0.30934 -3.89877 -0.26935 -0.861 0.748 1.250 0.1417
C 1.08701 -4.06478 -1.37875 0.234 0.516 -0.387 -0.2182
C 1.70835 -5.26387 -1.61179 0.262 -0.587 0.083 -0.1974
C 1.54039 -6.31835 -0.72877 -0.634 0.713 0.526 -0.1400
C 0.68063 -6.15470 0.37057 0.378 0.147 -0.336 -0.1837
C 0.04520 -4.94047 0.60751 0.026 -0.826 0.576 -0.2144
H -2.31214 0.84756 2.25564 0.100 -0.304 0.394 0.4130
H -0.81807 -0.84719 5.19942 -0.090 0.206 0.149 0.2575
H -0.89564 0.25790 7.39522 -0.079 0.109 0.340 0.2444
H -2.12971 2.33751 7.73826 -0.036 0.426 0.327 0.2425
H -3.14498 3.56346 5.74170 -0.002 -0.583 0.074 0.2485
H -3.00401 2.53708 3.57041 -0.016 -0.342 -0.170 0.2329
H 1.24218 -3.20681 -2.00461 0.209 0.221 -0.454 0.2119
H 2.37009 -5.39205 -2.44111 0.205 0.075 -0.453 0.2363
H 2.08725 -7.22786 -0.88116 0.018 -0.357 -0.001 0.2391
H 0.57281 -6.97245 1.05928 -0.241 -0.157 0.166 0.2381
H -0.62012 -4.83310 1.47604 0.420 0.099 -0.544 0.2514

---

# 3
57
Properties=species:S:1:pos:R:3:forces:R:3:nbo_charge:R:1 method="wB97M-V/def2-TZVPD" relative_energy_kj_mol=397.6 e_homo_ev="-10.79 / -10.41" total_charge=+1 spin_multiplicity=5 mol_weight_da=712.82 orbital_gap_ev="7.88 / 5.41" largest_force_ev_per_a=1.30 s_squared=6.100
Os -0.29718 0.08380 -0.18921 -0.190 0.357 1.231 0.9884
N 1.72547 0.25901 3.77110 0.106 0.042 0.066 -0.7159
C 1.29929 0.38287 2.52261 -0.278 0.114 -0.024 0.3118
S -0.29714 0.69711 2.16306 0.050 -0.221 -0.283 0.0503
N 2.33702 0.17047 1.57234 0.097 -0.053 -0.145 -0.5416
N 1.54882 0.96634 -0.56846 0.073 -0.286 -0.691 -0.3710
C 1.86139 0.99316 -1.95553 0.148 0.226 0.181 -0.0280
C 0.92551 0.38685 -2.79015 -0.204 -0.191 -0.057 0.1781
C 1.05087 0.39844 -4.19728 0.113 0.088 0.089 -0.2039
C 0.08697 -0.19145 -4.97137 -0.115 -0.096 -0.016 -0.1715
C -0.99278 -0.82649 -4.34698 0.137 0.093 -0.091 -0.2121
C -1.07897 -0.81505 -2.96881 -0.050 -0.103 0.047 0.0427
N -0.16873 -0.21694 -2.19026 0.206 0.148 -0.414 -0.4779
H 1.08319 0.37338 4.53985 -0.033 -0.105 -0.016 0.4280
H 2.70113 0.09925 3.96483 0.024 0.107 -0.046 0.4224
H 2.73658 1.51460 -2.31007 0.003 -0.044 -0.012 0.2454
H 1.90175 0.90307 -4.63538 0.005 -0.040 -0.018 0.2349
H 0.15882 -0.17129 -6.05004 0.020 -0.006 0.004 0.2393
H -1.76216 -1.31457 -4.92693 -0.011 -0.018 0.030 0.2424
H -1.89551 -1.30086 -2.45032 -0.047 0.130 0.055 0.2388
C -3.88710 3.84518 -2.05423 0.015 0.019 0.011 -0.6424
C -2.44339 3.84574 -1.64573 0.014 -0.024 -0.013 0.0326
C -1.43565 3.65063 -2.59002 -0.019 0.012 -0.001 -0.2149
C -0.10155 3.66418 -2.22129 0.080 0.037 0.000 -0.1731
C 0.21706 3.88258 -0.88811 0.035 0.094 0.004 -0.4074
C -0.76525 4.08448 0.07756 0.070 0.014 -0.042 -0.1718
C -2.08839 4.06515 -0.31280 -0.028 0.045 -0.004 -0.1418
S 1.86941 3.74261 -0.35386 0.028 -0.241 0.036 2.3173
O 2.15704 4.52715 0.79735 -0.042 -0.017 0.065 -0.8791
O 2.77816 3.70106 -1.45974 -0.075 0.008 -0.065 -0.9221
N 1.64477 2.15942 0.31315 0.240 0.226 0.296 -0.5055
C 2.59139 1.11559 0.50671 -0.182 0.205 0.098 0.3939
C 4.03232 1.33580 0.27196 -0.028 -0.114 -0.160 -0.1572
C 5.01839 0.42430 0.56476 -0.007 -0.037 -0.112 -0.2258
C 4.90505 -0.94059 0.84080 -0.001 0.064 0.047 -0.1171
C 3.69082 -1.71202 0.81163 -0.057 -0.072 0.081 -0.1368
C 3.70224 -3.07329 0.47238 0.091 0.125 -0.077 -0.1009
C 2.51858 -3.73193 0.21528 -0.027 -0.104 -0.014 -0.2428
C 1.33257 -3.01464 0.26284 -0.042 0.075 0.065 0.0675
N 1.29156 -1.74383 0.66820 0.026 0.026 0.161 -0.4768
C 2.42513 -1.15374 1.02294 0.057 -0.009 0.032 0.3863
H -4.06381 3.16574 -2.88690 0.001 -0.009 0.008 0.2261
H -4.18414 4.84576 -2.37625 -0.004 -0.004 0.007 0.2389
H -4.52814 3.55656 -1.22310 -0.009 -0.022 -0.015 0.2365
H -1.69892 3.49677 -3.62942 -0.013 -0.022 0.008 0.2249
H 0.68696 3.51659 -2.94752 -0.027 0.034 -0.016 0.2404
H -0.47947 4.24858 1.10826 -0.048 -0.002 0.009 0.2478
H -2.86506 4.22361 0.42403 -0.001 -0.044 0.006 0.2245
H 4.30891 2.31568 -0.09114 0.021 -0.011 0.004 0.2439
H 6.03080 0.79978 0.47448 0.007 -0.015 0.005 0.2412
H 5.82787 -1.50309 0.90967 -0.004 0.003 0.046 0.2253
H 4.65492 -3.57924 0.37534 -0.025 -0.033 -0.020 0.2351
H 2.50818 -4.77828 -0.05452 0.003 0.010 -0.020 0.2455
H 0.38408 -3.45529 -0.01640 0.012 -0.030 0.004 0.2208
O -4.22719 0.32746 0.17397 -0.105 0.015 -0.023 -0.3273
N -3.09137 0.64416 0.27332 -0.018 0.282 0.277 0.3159
O -2.24772 -0.33178 -0.06937 0.003 -0.625 -0.576 -0.6221

---

# 4
52
Properties=species:S:1:pos:R:3:forces:R:3:lowdin_charge:R:1 method="wB97M-V/def2-TZVPD" relative_energy_kj_mol=191.6 e_homo_ev=-13.09 total_charge=+2 spin_multiplicity=1 mol_weight_da=656.35 orbital_gap_ev=6.60 largest_force_ev_per_a=3.97
Ba 1.65996 -0.18539 -0.39693 1.031 0.704 1.580 1.8078
O -0.88027 4.27645 -0.45770 -0.269 -0.021 0.081 0.1650
C -0.58592 3.04675 -0.07128 -0.037 -0.023 -0.075 -0.4701
O 0.53818 2.65077 0.13825 0.341 -0.323 -0.206 0.0099
C -1.79844 2.16302 0.03659 -0.138 0.058 0.033 -0.1676
C -3.09721 2.65539 -0.02249 0.041 0.043 -0.019 0.0526
C -4.13988 1.74715 0.05676 -0.079 0.037 -0.064 0.0084
C -3.85680 0.39435 0.16188 0.011 0.012 0.108 0.0393
C -2.52488 0.00486 0.21828 0.026 0.097 -0.131 -0.1679
N -1.52233 0.87464 0.17220 0.362 -0.044 -0.309 0.1504
C -2.04093 -1.41765 0.28979 -0.107 0.031 0.103 -0.4572
O -2.85655 -2.40027 -0.04357 0.045 -0.213 0.109 0.1905
O -0.90403 -1.66272 0.62208 0.312 -0.208 -0.488 -0.0742
H -0.08833 4.83271 -0.49864 0.157 -0.035 0.073 0.1571
H -3.28245 3.71396 -0.13573 0.016 -0.008 0.026 0.1350
H -5.16678 2.08492 0.01458 0.022 0.014 0.034 0.1329
H -4.67595 -0.31124 0.22396 0.051 -0.042 0.007 0.1304
H -3.74971 -2.12914 -0.28859 -0.004 0.154 -0.004 0.1261
C 1.50900 -2.35271 2.95299 -0.079 -0.234 0.119 -0.3844
Te 0.90008 -0.33942 2.50577 -0.382 -0.014 2.899 1.1976
C 2.55632 0.09668 3.81273 -0.073 0.012 0.227 -0.3935
C 2.49946 -1.03145 4.81438 0.033 -0.100 -0.010 -0.3120
C 2.95250 -0.89592 6.11912 0.037 0.033 -0.031 -0.0265
C 2.92529 -1.98539 6.97874 0.023 0.002 0.021 -0.0579
C 2.44810 -3.21068 6.53801 -0.006 -0.018 -0.006 -0.0585
C 1.97973 -3.34804 5.23852 -0.010 -0.006 -0.042 -0.0284
C 1.99922 -2.25895 4.37902 0.072 0.116 -0.017 -0.3088
H 2.31079 -2.68055 2.28517 -0.040 0.081 -0.062 0.0644
H 0.67189 -3.03762 2.84433 -0.059 0.074 -0.035 0.0660
H 2.44279 1.07451 4.27383 -0.078 0.008 -0.023 0.0638
H 3.49881 0.08227 3.26304 -0.051 0.027 -0.087 0.0626
H 3.32600 0.05999 6.46690 0.001 -0.022 -0.007 0.1206
H 3.27695 -1.87430 7.99601 -0.016 -0.005 -0.017 0.1140
H 2.43066 -4.06048 7.20771 -0.013 0.029 -0.005 0.1137
H 1.59486 -4.30133 4.89606 -0.002 0.011 0.023 0.1201
C 1.02066 -1.83340 -4.25196 0.084 -0.026 0.230 0.0227
C 0.73893 -0.48407 -3.67659 -0.082 -0.019 -0.247 -0.3202
O 1.13490 -0.24035 -2.50316 -1.182 -0.295 -3.783 -0.4926
C 0.06095 0.52790 -4.46044 -0.006 0.163 0.096 -0.1604
C -0.17797 1.79525 -3.90421 0.032 -0.045 -0.027 -0.0013
C -0.72361 2.79949 -4.67206 -0.041 0.079 -0.063 -0.0409
C -1.03714 2.55745 -6.00834 0.028 -0.078 0.054 -0.0180
C -0.85149 1.29459 -6.55689 -0.046 0.070 -0.095 -0.0308
C -0.30801 0.28286 -5.79024 0.056 -0.092 0.031 0.0080
H 1.43437 -2.47439 -3.47801 0.006 -0.063 -0.045 0.0929
H 1.75115 -1.74509 -5.05936 -0.037 0.021 -0.026 0.1211
H 0.12289 -2.29380 -4.66255 -0.007 0.044 -0.026 0.1093
H 0.08660 1.98150 -2.87299 0.041 0.023 0.049 0.1018
H -0.90038 3.78130 -4.25455 0.036 -0.008 0.037 0.1162
H -1.42079 3.36126 -6.62292 -0.065 -0.032 0.014 0.1249
H -1.12345 1.10809 -7.58682 0.029 -0.009 0.011 0.1240
H -0.15777 -0.69376 -6.23073 0.017 0.041 -0.017 0.1219